(1)
Here is C52H49BrI2MgN6O3Sb as an isolated structure from the OMol25 dataset. Energies are from the ωB97M-V functional and the def2-TZVPD basis.

Cartesian coordinates (Å):
I -6.2474 2.7562 2.3417
O -0.7154 1.2995 -0.0659
H -0.0588 5.3157 -4.2910
C 1.3930 2.0763 6.9218
H 2.5414 3.6209 7.8809
C 2.3454 1.1772 4.8815
H -3.2733 3.3864 2.9937
C -0.7119 -3.5785 5.4365
H 5.4833 2.1709 4.3607
H 3.7281 2.2062 -1.0199
H -0.9623 0.9679 -3.5709
H 2.6471 2.4509 0.3876
C -1.1864 -0.4377 3.3491
H -4.0804 0.2078 -1.8054
C 4.4874 2.2118 3.9158
C -1.2406 2.8634 -4.6846
C -4.4433 2.3079 -7.8081
H 3.2689 0.8373 0.0034
C 1.3389 1.1964 5.8515
H 4.3220 3.5982 6.1795
C -3.0584 0.5010 -1.5533
C -4.4793 1.0418 -7.1989
C 1.3203 4.8013 -2.7573
C 0.8886 -1.6388 4.2206
I -0.2570 3.1588 2.4421
H 5.0554 -1.5622 0.3112
H -3.6728 -0.2514 -5.6765
H 6.4703 -2.9354 1.8999
N -2.1746 -0.7123 -1.4705
H 4.3937 3.1792 3.4138
H 4.2365 -1.1679 -4.5863
C 3.6821 -2.0965 -4.6850
C -4.3911 2.3483 1.4772
H -2.3711 -2.4451 4.6915
H -2.2452 -0.6523 3.1987
N -0.3900 -1.8808 0.2915
C 0.3079 2.2374 -2.8912
H 3.3964 -1.2305 0.7963
C 1.8308 3.8192 -1.9169
H -5.1803 0.3024 -7.5659
H -1.4636 4.6139 -5.8463
C -3.2280 2.7918 2.0904
N -1.8036 1.6773 -4.6963
N -1.7532 3.6741 -5.6448
C 4.7099 -1.8260 2.4173
C 1.3308 2.5328 -1.9922
C -2.7519 1.7032 -5.7138
H -3.3535 -2.4213 -0.9601
N 1.1483 -1.4569 -2.1941
C 0.5439 -2.5145 1.0244
C 4.5470 -1.2239 4.7419
C -1.9856 -3.4635 1.1084
C 3.4147 2.0754 4.9745
H 4.3619 -2.9306 -4.5392
H 7.3944 -2.9647 4.1810
H 2.5390 -2.7984 4.9772
C 6.4502 -2.4697 3.9873
C -4.3197 1.6134 0.3062
H 2.4285 -0.0675 -3.2020
H -2.6912 1.1307 -2.3591
Mg -0.0845 -0.1269 -1.0434
H 2.2165 -4.2552 -3.5848
Br 2.0414 6.5427 -2.6679
H 1.5503 -2.1176 0.9735
C 2.0991 -1.0834 -3.0356
C 5.9276 -2.4520 2.7069
H 3.2582 -2.1532 -5.6845
C -1.8818 1.6593 0.3846
C 3.4758 2.9253 6.0812
C 3.9963 -1.2070 3.4491
H -3.5429 4.2668 -7.8491
H -2.1424 -1.1601 -2.3825
C 2.9299 1.7736 -0.4174
C 1.9788 -3.2672 -3.2227
H -1.1157 0.5191 3.8768
C 1.0706 -2.8351 -2.3091
H 0.5092 0.4993 5.7856
H -0.7243 -0.2886 2.3665
C -3.6402 0.7228 -6.1499
C 1.4626 -2.7098 4.9078
O -0.1878 0.9611 -2.9029
C 0.6698 -3.6791 5.5113
C -0.1858 3.2259 -3.7362
H -5.2316 1.2954 -0.1889
H 4.0168 -0.7374 5.5540
C 0.2855 -3.6144 1.8118
O 1.7930 1.4759 -1.2396
C -3.5697 3.2894 -7.3817
H -1.3416 -4.3202 5.9135
H 1.0869 -4.0724 2.3777
H 0.3801 -3.4227 -1.7242
N 2.6287 -2.1399 -3.6744
H 4.4388 1.4271 3.1608
C -2.7317 2.9579 -6.3224
C 5.7546 -1.8447 5.0160
C -2.7076 -1.6791 -0.4908
Sb 2.0936 -0.1580 3.2223
H -3.3279 -1.1288 0.2171
H 1.1319 -4.5045 6.0388
H 3.9708 -2.8919 0.6912
H -3.0130 -3.8088 1.1151
C -2.0052 2.4605 1.5333
C 0.3236 4.5238 -3.6598
C -3.0903 1.2790 -0.2525
C -1.0176 -4.0900 1.8702
C -0.5102 -1.5503 4.1206
C 4.2510 -1.8752 0.9799
C 2.4776 2.9364 7.0431
H -5.1172 2.5169 -8.6295
H 6.1553 -1.8333 6.0237
H 2.5899 4.0888 -1.1992
H -1.2719 -4.9370 2.4968
C -1.6388 -2.3717 0.3236
C -1.2903 -2.5216 4.7459
H 0.5958 2.0885 7.6551

Atoms 1-3, force components in eV/Å:
0.031 0.025 -0.032
-0.171 0.749 0.456
0.026 -0.052 0.015

Frontier orbital gap, eV: 7.236
Total charge: +1
HOMO level, eV: -9.39

Atom charges from the Mulliken analysis, given in e for atoms 1 to 99:
1. I 0.074
2. O 0.574
3. H 0.507
4. C -0.968
5. H 0.397
6. C 0.567
7. H 0.464
8. C -0.832
9. H 0.406
10. H 0.519
11. H 0.342
12. H 0.377
13. C -0.951
14. H 0.589
15. C -1.687
16. C -0.106
17. C -0.432
18. H -0.259
19. C -0.467
20. H 0.426
21. C -0.811
22. C -0.625
23. C -0.844
24. C 0.634
25. I 0.132
26. H 0.623
27. H 0.407
28. H 0.428
29. N -0.363
30. H 0.426
31. H 0.329
32. C -0.894
33. C -0.637
34. H 0.435
35. H 0.476
36. N 1.177
37. C 0.429
38. H -1.259
39. C -0.510
40. H 0.402
41. H 0.214
42. C -0.141
43. N -0.018
44. N -0.061
45. C 0.305
46. C 0.231
47. C 0.261
48. H 0.562
49. N 0.532
50. C -1.159
51. C -0.549
52. C -0.991
53. C 1.041
54. H 0.341
55. H 0.403
56. H 0.417
57. C -0.705
58. C -0.425
59. H 0.397
60. H -0.375
61. Mg 2.141
62. H 0.476
63. Br -0.193
64. H 0.934
65. C -0.724
66. C -0.524
67. H 0.324
68. C -0.507
69. C -0.587
70. C 0.582
71. H 0.411
72. H 0.316
73. C -0.787
74. C -0.902
75. H 0.343
76. C -0.712
77. H 0.304
78. H -0.454
79. C -0.890
80. C -1.005
81. O -0.600
82. C -0.809
83. C 1.292
84. H 0.451
85. H 0.549
86. C -0.971
87. O 0.147
88. C -1.101
89. H 0.414
90. H 0.663
91. H 0.471
92. N 0.172
93. H 0.063
94. C 0.677
95. C -0.872
96. C -1.502
97. Sb 1.271
98. H 0.386
99. H 0.455



(2)
Here is one molecule with the formula C5H8O from the OMol25 dataset. Energies are from the ωB97M-V functional and the def2-TZVPD basis.

Cartesian coordinates (Å):
C -0.5171 -1.5488 -0.0816
H -1.5576 -1.7942 -0.3273
C -1.0761 0.9774 -0.3873
H 1.4829 0.3735 -1.3381
O -1.5206 0.6904 -1.4820
H 1.0559 0.9531 1.6574
H 0.0206 -1.5631 -1.0344
H 2.4832 1.4340 -0.2189
C -0.4607 -0.2090 0.6207
H -0.0819 -2.3338 0.5454
H -0.9952 -0.2035 1.5719
H -1.2684 1.9255 0.1285
C 1.5856 0.8426 -0.3650
C 0.8492 0.4560 0.7104

Atoms 1-3, force components in eV/Å:
-0.212 -0.287 -0.145
0.215 -0.071 0.173
-2.166 -3.268 0.597

Structure (SMILES): C=C[C@H](C)C=O
Frontier orbital gap, eV: 10.118
Total charge: 0
HOMO level, eV: -9.13

The Mulliken scheme yields these atomic charges, measured in e:
1. C -1.156
2. H 0.308
3. C -0.030
4. H 0.256
5. O -0.484
6. H 0.288
7. H 0.249
8. H 0.280
9. C 0.159
10. H 0.352
11. H 0.376
12. H 0.379
13. C -0.712
14. C -0.264



(3)
Here is a 5-piece molecular cluster, C8H24IO7 overall from the OMol25 dataset. Energies are from the ωB97M-V functional and the def2-TZVPD basis.

Cartesian coordinates (Å):
H 3.1237 -23.4824 -15.4249
H 2.7595 -25.0668 -15.9777
O 6.9523 -26.7683 -3.2476
O 5.2842 -32.5714 -6.9006
O 4.7941 -22.9334 -17.6442
H 4.1620 -25.4311 -14.7047
O -3.4347 -28.4604 -13.1889
O -2.0905 -25.8595 -12.4525
H 4.6066 -22.5340 -18.4968
H -3.9481 -25.5680 -11.5832
C 5.2039 -26.9160 -4.8922
I 2.8338 -29.1254 -11.1015
H 2.6638 -33.6806 -4.9000
H -4.0259 -26.5780 -13.9180
O 4.6283 -24.9272 -15.3757
H 4.8147 -34.4917 -6.3139
C 4.6104 -33.4680 -6.0002
C 3.5439 -24.3102 -15.9961
H 4.9863 -33.2957 -4.9917
C 3.8683 -24.0143 -17.4922
H -5.0677 -27.3036 -12.7252
H 5.0345 -25.8648 -4.6593
H 6.4513 -28.5414 -3.9351
H 4.2059 -27.3530 -4.9243
H 5.1795 -27.8162 -2.9192
C 3.0707 -33.1678 -5.7715
O 6.0219 -27.0788 -6.0278
C -3.2889 -26.3530 -11.9539
C -4.0227 -27.1790 -13.0087
H 6.6839 -26.3899 -2.4071
H 5.5978 -27.5990 -6.7143
C 5.9059 -27.6252 -3.7091
H -1.3426 -26.4298 -12.2604
H -3.0165 -26.9109 -11.0580
H 4.5719 -32.2123 -7.4347
H 2.9375 -23.7184 -17.9761
H 2.9207 -32.0919 -5.6813
H 4.3074 -24.9101 -17.9315
H -2.4897 -28.3832 -13.3392
H 2.5473 -33.4591 -6.6822

Atoms 1-3, force components in eV/Å:
0.376 0.590 -0.208
-0.561 0.066 -0.571
0.219 0.233 0.667

Frontier orbital gap, eV: 6.182
Total charge: -1
HOMO level, eV: -3.72

The Mulliken scheme yields these atomic charges, measured in e:
1. H 0.316
2. H 0.313
3. O -0.517
4. O -0.493
5. O -0.524
6. H 0.341
7. O -0.519
8. O -0.539
9. H 0.306
10. H 0.296
11. C -0.296
12. I -0.992
13. H 0.334
14. H 0.228
15. O -0.516
16. H 0.248
17. C -0.173
18. C -0.448
19. H 0.215
20. C -0.351
21. H 0.313
22. H 0.207
23. H 0.205
24. H 0.319
25. H 0.331
26. C -1.119
27. O -0.515
28. C -0.476
29. C -0.258
30. H 0.291
31. H 0.326
32. C -0.352
33. H 0.340
34. H 0.305
35. H 0.318
36. H 0.318
37. H 0.348
38. H 0.245
39. H 0.306
40. H 0.320



(4)
Here is one molecule with the formula HIS2 from the OMol25 dataset. Energies are from the ωB97M-V functional and the def2-TZVPD basis.

Cartesian coordinates (Å):
S -0.2780 1.3685 0.6934
H 0.8930 1.9251 0.0891
I 0.3845 -1.2100 0.4017
S -0.9994 -2.0836 -1.1843

Atoms 1-3, force components in eV/Å:
1.857 -0.772 -0.833
-1.486 -0.898 0.712
-0.722 1.505 -0.214

Frontier orbital gap (spin up / spin down), eV: 6.305 / 6.306
Total charge: 0
HOMO level (spin up / spin down), eV: -8.71 / -8.71

The Mulliken scheme yields these atomic charges, measured in e:
1. S -0.313
2. H 0.187
3. I 0.505
4. S -0.380



(5)
Here is a 2-piece molecular cluster, CH2F2O2 overall from the OMol25 dataset. Energies are from the ωB97M-V functional and the def2-TZVPD basis.

Cartesian coordinates (Å):
F 1.1124 0.6084 -1.9833
H 0.3282 -1.0923 0.0239
F 0.1604 -0.2233 1.8158
O -0.7805 0.6248 -0.0448
C -0.3780 -0.4162 0.5653
H -1.2740 -1.0701 0.7329
O 0.8316 1.5687 -1.1097

Atoms 1-3, force components in eV/Å:
0.320 -0.819 -0.678
-0.054 0.407 -0.165
0.224 0.247 0.236

Frontier orbital gap (spin up / spin down), eV: 7.346 / 7.288
Total charge: 0
HOMO level (spin up / spin down), eV: -11.13 / -11.08

The Mulliken scheme yields these atomic charges, measured in e:
1. F -0.006
2. H 0.216
3. F -0.260
4. O -0.275
5. C 0.166
6. H 0.234
7. O -0.073



(6)
Here is INa as an isolated structure from the OMol25 dataset. Energies are from the ωB97M-V functional and the def2-TZVPD basis.

Cartesian coordinates (Å):
Na -15.9091 10.4651 -8.4547
I -17.8761 9.2713 -6.7638

Atomic forces in eV per Å
-0.365 -0.221 0.314
0.365 0.221 -0.314

Frontier orbital gap, eV: 6.645
Total charge: 0
HOMO level, eV: -7.90

The Mulliken scheme yields these atomic charges, measured in e:
1. Na 0.524
2. I -0.524



(7)
Here is a 2-piece molecular cluster, C9H16NO overall from the OMol25 dataset. Energies are from the ωB97M-V functional and the def2-TZVPD basis.

Cartesian coordinates (Å):
H 0.1685 -3.3968 0.5040
H 0.6670 2.3813 -0.6314
H -1.8750 -2.6736 1.5171
O 3.4954 -0.3270 -0.3108
C 1.8471 -2.0320 0.1188
C -0.1130 -1.4836 1.3521
C -0.9793 2.2488 -1.8804
H -1.6191 0.1550 -1.5177
H 0.1074 0.2532 2.5403
C 1.8271 0.0764 1.3124
H -2.9438 1.3249 -1.4407
N -0.3416 2.2797 -0.5027
H 2.4247 -2.7223 -0.4601
H -2.0176 -1.3530 2.4961
C 0.6120 -2.4178 0.5955
H -0.4713 1.4225 0.0413
H 2.3555 0.9233 1.7214
H -2.1375 -1.1486 0.7042
C -1.9992 1.1024 -1.9070
H 4.1980 -0.9798 -0.3757
C -1.5932 -1.6126 1.5254
H -1.5258 3.1409 -2.0217
H -0.2405 2.0265 -2.6318
H -2.2132 0.8652 -2.9464
H -0.6167 3.1060 0.0283
C 2.4030 -0.7884 0.3904
C 0.5811 -0.3707 1.7788

Atoms 1-3, force components in eV/Å:
0.210 -0.177 -0.630
0.137 -0.139 0.219
0.130 0.021 -0.470

Frontier orbital gap, eV: 8.380
Total charge: +1
HOMO level, eV: -11.71

The Mulliken scheme yields these atomic charges, measured in e:
1. H 0.409
2. H 0.378
3. H 0.392
4. O -0.526
5. C -0.507
6. C 0.578
7. C -0.217
8. H 0.332
9. H 0.370
10. C -0.703
11. H 0.367
12. N -0.212
13. H 0.358
14. H 0.393
15. C -0.657
16. H 0.128
17. H 0.558
18. H 0.166
19. C -1.200
20. H 0.331
21. C -1.239
22. H 0.285
23. H 0.310
24. H 0.375
25. H 0.394
26. C 0.690
27. C -0.554



(8)
Here is C16H21AuBN5O3S2 as an isolated structure from the OMol25 dataset. Energies are from the ωB97M-V functional and the def2-TZVPD basis.

Cartesian coordinates (Å):
O -2.0598 -0.3031 -0.7841
H 0.7514 -0.0541 -0.7720
C 2.2093 -2.9365 -1.8841
C -3.4820 -0.1701 -0.7430
H 3.0576 0.2990 -0.0677
N 6.0463 -0.0940 0.6204
C 3.4645 -2.5487 0.6568
H -3.4254 1.1364 -2.4398
H -0.3805 1.2302 -0.8079
H 2.2797 -4.0253 -1.7862
C 4.1912 4.4888 1.3756
C -3.9125 -1.8241 1.1642
H -4.7208 -1.2868 1.6668
C 3.6457 2.2238 0.6232
H -5.4988 -3.0454 -0.5816
H 4.6615 1.9439 0.8735
H -3.6971 -0.5531 -2.8629
H -6.0743 -1.3698 -0.5704
N 0.5673 0.9359 -0.6531
C -3.9480 0.2263 -2.1422
C 1.9673 3.9616 0.5104
C 2.7805 1.3284 0.1218
N 1.0848 3.0609 0.0180
N 3.2681 3.5151 0.8320
Au 0.2154 -2.3357 -1.3942
H -2.9574 -1.5090 1.5850
C 1.4596 1.7999 -0.1676
C 5.3035 -0.9026 0.9932
O -2.8989 -2.4135 -0.9124
H 2.4715 -2.6939 -2.9223
C -5.2737 -2.0309 -0.9152
C -3.9307 -1.6017 -0.3465
H -4.0263 -2.8918 1.3562
H -3.4936 1.8811 -0.1121
H -5.0243 0.4141 -2.1760
H -3.3931 0.7333 1.2212
C 4.5168 -2.1505 2.8706
H -4.9376 0.9783 0.3774
B -1.7080 -1.6563 -1.0054
H 5.1383 3.9913 1.5770
O 1.7177 5.1519 0.7023
H 3.7951 4.9157 2.2969
S 3.6329 -2.2106 -1.0472
S 2.3084 -3.6041 1.2461
H 4.3431 5.3076 0.6718
C 4.4112 -1.8871 1.4793
H -5.2568 -2.0274 -2.0037
N 4.6636 -2.3145 4.0061
C -3.8523 0.9172 0.2518

Atoms 1-3, force components in eV/Å:
-0.098 0.007 0.007
0.095 0.021 0.047
0.010 -0.253 -0.042

Frontier orbital gap, eV: 5.827
Total charge: -2
HOMO level, eV: -1.59

The Mulliken scheme yields these atomic charges, measured in e:
1. O -0.382
2. H -0.067
3. C -1.163
4. C 1.618
5. H -0.055
6. N -0.746
7. C 0.574
8. H 0.520
9. H 0.123
10. H 0.378
11. C -0.986
12. C -1.998
13. H 0.300
14. C 0.203
15. H 0.478
16. H 0.316
17. H 0.402
18. H 0.304
19. N 0.190
20. C -2.085
21. C 0.290
22. C -0.236
23. N -0.713
24. N 0.085
25. Au -0.209
26. H 0.379
27. C 0.713
28. C 0.071
29. O -0.552
30. H 0.437
31. C -1.809
32. C 1.721
33. H 0.522
34. H 0.489
35. H 0.324
36. H 0.356
37. C -0.054
38. H 0.329
39. B 0.262
40. H 0.340
41. O -0.737
42. H 0.274
43. S -0.082
44. S -0.365
45. H 0.276
46. C 0.120
47. H 0.336
48. N -0.626
49. C -1.865



Strongest force on any atom in hartree/bohr, matching the order above: 0.0174, 0.0771, 0.0390, 0.0423, 0.0654, 0.0103, 0.0530, 0.0050
Energy above the lowest of the compared OMol25 structures with the same formula, charge and spin in eV, matching the order above: 0.422, 1.880, 1.631, 1.968, 9.297, 0.014, 0.699, 1.585
Calculated total energy in eV, matching the order above: -168029.0790, -7360.3755, -31117.8911, -29785.2994, -10590.8561, -12518.3912, -13123.1573, -56569.8229